No. 1
This record from the Open Molecules 2025 dataset describes 9 unconnected molecules or ions with the total composition C44H113N7O17 at a distorted geometry. The level of theory is ωB97M-V/def2-TZVPD.

- Energy relative to the best compared isomer or geometry (same formula, charge and spin): 14.0 kcal/mol
- Total energy: -3406.1756 Eh
- Strongest force on any atom: 4.11 eV Å⁻¹
- SMILES: COC[C@H](C)N.COCCNCCOC.COCCNCCOC.COCCNCCOC.COCCNCCOC.COCCNCCOC.COCCNCCOC.OCCO.OCCO
- Frontier orbital gap: 8.75 eV

Structure (ORCA input):
```
! wB97M-V def2-TZVPD RIJCOSX def2/J DEFGRID3
* xyz 0 1
C 33.17456 10.78426 11.36379
O 34.18370 10.01314 10.66306
C 33.83504 8.63769 10.44380
C 32.81391 8.41613 9.32177
C 32.57171 6.92553 9.09355
N 33.36252 8.94602 8.02802
H 32.16648 10.43913 11.12621
H 33.31672 11.82315 11.07148
H 33.33039 10.72430 12.45261
H 34.72718 8.03255 10.24742
H 33.46806 8.26895 11.43362
H 31.86272 8.91683 9.51111
H 33.46505 6.31226 8.94213
H 32.01894 6.79731 8.15492
H 31.91816 6.46647 9.84299
H 34.21851 8.45238 7.76570
H 33.70900 9.90302 8.17875
C 22.69341 12.32813 1.83395
O 22.87850 11.65787 3.09515
C 22.25290 10.37904 3.22048
C 23.23955 9.28695 2.81098
N 24.39796 9.29505 3.67337
C 24.22875 8.60964 4.92384
C 25.53046 8.29315 5.62408
O 25.94641 9.38068 6.39607
C 27.32129 9.36252 6.68884
H 23.27568 13.24275 1.85805
H 21.63869 12.63189 1.70869
H 22.97983 11.67776 0.99700
H 21.27236 10.33126 2.71726
H 22.04840 10.22654 4.28844
H 23.59703 9.57141 1.81235
H 22.86855 8.26668 2.74833
H 24.69712 10.26004 3.75939
H 23.73219 7.64360 4.73165
H 23.52647 9.05432 5.66123
H 26.28505 7.92132 4.92154
H 25.32561 7.42011 6.28121
H 27.70310 8.34938 6.90728
H 27.44163 10.00499 7.56163
H 28.01852 9.73538 5.91560
C 21.63867 -1.31273 2.35760
O 22.42533 -0.39765 3.07931
C 23.33751 0.34629 2.28699
C 24.78076 0.04021 2.66819
N 25.23827 0.96547 3.66629
C 26.41492 0.58401 4.30376
C 27.63574 0.76842 3.44012
O 28.59142 1.54932 3.98031
C 28.16369 2.85222 4.16658
H 21.06970 -0.86441 1.54509
H 20.93200 -1.68569 3.10227
H 22.26908 -2.15636 2.06297
H 23.18765 1.43492 2.36782
H 23.15351 0.11941 1.22796
H 25.41136 0.10188 1.77409
H 24.83192 -0.97438 3.08991
H 24.48115 1.32559 4.21594
H 26.36614 -0.39532 4.81053
H 26.50821 1.25122 5.17691
H 27.29819 1.15559 2.46752
H 28.10423 -0.19030 3.21809
H 27.54028 2.99733 5.05893
H 27.54749 3.24023 3.33779
H 29.02533 3.51645 4.24437
C 28.65337 4.66068 7.40918
O 28.62025 3.96475 8.61216
C 27.28074 3.69559 8.99662
C 27.30034 3.00424 10.33036
N 27.87123 1.59711 10.25207
C 28.61303 1.23281 11.47029
C 29.85438 2.11051 11.66810
O 30.58177 2.16343 10.46607
C 31.67205 3.01590 10.53551
H 29.69865 4.80968 7.15793
H 28.11617 5.61860 7.48982
H 28.16624 4.12003 6.59508
H 26.82693 2.99331 8.27120
H 26.69382 4.62143 9.06393
H 26.29268 2.93223 10.76224
H 27.84622 3.64370 11.04079
H 28.55661 1.78182 9.50535
H 29.06457 0.26797 11.25933
H 27.97252 1.28151 12.33740
H 30.50464 1.66861 12.45184
H 29.54381 3.10502 12.05382
H 31.32330 4.03313 10.79479
H 32.14065 3.10189 9.56031
H 32.44836 2.74995 11.26856
C 31.91237 -4.67344 7.68594
O 33.19133 -4.13834 8.01853
C 33.72042 -3.31759 7.11460
C 33.00962 -2.01555 7.04891
N 33.87606 -0.89755 7.36634
C 33.14911 0.34086 7.32731
C 34.08623 1.47064 7.68716
O 34.22695 1.45552 9.10725
C 34.94427 2.46621 9.63843
H 31.58019 -5.28231 8.52222
H 31.97093 -5.31160 6.79257
H 31.19243 -3.85434 7.55355
H 33.82403 -3.82069 6.14219
H 34.76415 -3.16754 7.40126
H 32.08942 -1.96212 7.66857
H 32.58373 -1.82554 6.05872
H 34.21233 -1.06973 8.31969
H 32.33000 0.37250 8.07007
H 32.77612 0.55948 6.32444
H 33.63934 2.42737 7.34623
H 35.04890 1.36724 7.16425
H 36.04362 2.31202 9.48315
H 34.74894 2.48414 10.69936
H 34.92648 3.45902 9.14120
C 36.24311 7.90479 13.62626
O 35.55319 6.94153 14.35340
C 35.78122 6.98883 15.76863
C 34.66141 6.15852 16.29772
N 33.42409 6.86777 16.01634
C 32.26054 6.09067 16.42454
C 32.05892 4.80235 15.63039
O 31.69211 5.22331 14.32015
C 32.40826 4.64220 13.23429
H 36.32710 7.57284 12.58925
H 37.30584 7.98973 13.92949
H 35.79364 8.90100 13.69549
H 35.69443 8.02933 16.08782
H 36.75746 6.52283 15.92191
H 34.80102 5.99376 17.36698
H 34.81545 5.21701 15.75171
H 33.34505 6.80000 14.99406
H 31.34490 6.66157 16.21236
H 32.13102 5.98431 17.50978
H 31.19902 4.25881 16.04848
H 32.92226 4.13599 15.60947
H 33.45508 4.99594 13.25731
H 31.96924 4.97602 12.30072
H 32.41614 3.54723 13.30840
C 26.45227 10.95981 13.70165
O 27.84774 11.18816 13.37470
C 28.83406 10.80441 14.33947
C 29.33250 9.39407 14.18364
N 28.27053 8.43739 14.18334
C 28.69932 7.03306 14.24867
C 29.39079 6.53246 12.98329
O 28.49431 6.76589 11.96269
C 29.00506 6.27241 10.73058
H 25.90271 11.89081 13.60072
H 26.38205 10.45014 14.66281
H 26.02719 10.25049 12.96826
H 28.61146 11.05332 15.39066
H 29.62895 11.53257 14.10451
H 30.03371 9.21788 15.01057
H 29.95533 9.39260 13.26680
H 27.51178 8.65213 13.57613
H 27.80130 6.40690 14.32799
H 29.30467 6.96245 15.14888
H 29.55687 5.45553 13.08128
H 30.31526 7.07625 12.75181
H 28.25976 6.17653 9.95275
H 29.46954 5.30830 10.97428
H 29.76566 6.99059 10.37737
O 26.04787 -2.78470 8.99748
C 25.78225 -1.56258 8.36889
C 25.19535 -0.57077 9.35573
O 26.00360 -0.48593 10.54321
H 26.29661 -2.53457 9.90833
H 26.68692 -1.14890 7.90400
H 25.00440 -1.70082 7.60766
H 24.23076 -0.94282 9.72136
H 25.01770 0.37786 8.82372
H 26.66177 0.27396 10.40928
O 33.84962 -0.08998 12.05585
C 33.30274 -0.95004 11.07040
C 34.09653 -2.21211 10.87407
O 35.26083 -1.84280 10.12161
H 34.39385 0.56682 11.61253
H 32.27909 -1.21821 11.31950
H 33.27802 -0.47830 10.07801
H 33.51266 -2.95733 10.32299
H 34.42944 -2.63954 11.82782
H 35.67369 -2.65018 9.79558
*
```

Results of the Mulliken charge analysis, in e, for atoms 1 through 6: -0.63 -0.40 -0.57 0.80 -1.27 -0.82

No. 2
This record from the Open Molecules 2025 dataset describes 2 unconnected molecules or ions with the total composition C4H10O3 at a distorted geometry. The level of theory is ωB97M-V/def2-TZVPD.

- Energy relative to the best compared isomer or geometry (same formula, charge and spin): 4.9 kcal/mol
- Total energy: -384.0238 Eh
- Strongest force on any atom: 1.93 eV Å⁻¹
- Frontier orbital gap: 6.83 eV

Structure (ORCA input):
```
! wB97M-V def2-TZVPD RIJCOSX def2/J DEFGRID3
* xyz -2 1
C -1.17688 0.14266 2.51372
O -1.72058 -0.75910 3.37079
C -1.09200 -0.33546 1.07364
C -0.27869 0.60014 0.12388
C 0.62937 -0.07828 -0.88833
O 1.19191 0.87292 -1.76814
H -0.15340 0.52293 2.74433
H -1.83000 1.06593 2.51285
H -0.55953 -1.30371 1.05481
H -2.06599 -0.64502 0.67938
H 0.40194 1.17179 0.76230
H -0.96461 1.25140 -0.41743
H 1.42825 -0.67034 -0.40476
H 0.06168 -0.83579 -1.45853
H 1.50377 0.33850 -2.61677
H 2.57865 -1.01149 -3.42597
O 2.04611 -0.32706 -3.85575
*
```

Results of the Mulliken charge analysis, in e, for atoms 1 through 6: -0.44 -0.93 -0.47 -0.28 -0.55 -0.55

No. 3
This record from the Open Molecules 2025 dataset describes C4H9N3O in the gas phase at a distorted geometry. The level of theory is ωB97M-V/def2-TZVPD.

- Energy relative to the best compared isomer or geometry (same formula, charge and spin): 125.2 kcal/mol
- Total energy: -397.1511 Eh
- Strongest force on any atom: 3.65 eV Å⁻¹
- SMILES: [H]/N=C(CCOC)\N=N\[H]
- Frontier orbital gap: 9.04 eV

Structure (ORCA input):
```
! wB97M-V def2-TZVPD RIJCOSX def2/J DEFGRID3
* xyz 0 1
H 0.29484 -2.60473 -1.26478
N 0.04057 -1.64942 -1.50222
C 0.43668 -0.79962 -0.62016
C 1.18008 0.62278 -1.04967
C 0.33886 1.54756 -0.25535
O -0.95255 0.55550 -0.29784
C -1.95369 0.28334 0.67239
N 1.13901 -1.32106 0.49587
N 0.81861 -1.07230 1.66057
H 1.48316 -1.54105 2.29114
H 2.23078 0.60329 -0.76165
H 1.01207 0.71640 -2.12221
H 0.01813 2.44680 -0.76799
H 0.59405 1.62230 0.79955
H -1.60577 -0.36397 1.48082
H -2.73774 -0.26492 0.15608
H -2.33710 1.21911 1.08544
*
```

Results of the Mulliken charge analysis, in e, for atoms 1 through 6: 0.23 -0.81 1.12 -0.97 -0.32 -0.36